Below is a structure of composition C36H39CsN4O2SSe2, with properties calculated with wB97M-V/def2-TZVPD.

Values from the calculation:
Highest occupied orbital energy   -7.43 eV
Orbital gap   7.501 eV
Max |F|   0.25 eV/A

XYZ file:
```
85
Properties=species:S:1:pos:R:3:forces:R:3:lowdin_charge:R:1
Cs 0.19917 -1.80573 0.90557 0.0 -0.1 0.2 0.972
C 0.74781 4.17747 3.14591 0.0 0.0 0.0 -0.398
Se 1.20321 2.54292 2.19326 0.0 0.0 0.0 0.942
C 0.38535 3.05479 0.50073 0.0 0.0 0.0 -0.554
C -1.13435 3.05638 0.49232 0.0 0.0 0.0 -0.544
Se -1.95780 1.28956 0.37167 0.0 0.0 0.0 0.937
C -2.18078 0.87465 2.25837 0.0 0.0 0.0 -0.399
H 1.16668 5.03583 2.62428 0.0 0.0 0.0 0.022
H 1.19493 4.11005 4.13555 0.0 0.0 0.0 0.015
H -0.32909 4.28988 3.25162 0.0 0.0 0.0 0.014
H 0.77227 2.34762 -0.23301 0.0 0.0 0.0 0.034
H 0.77713 4.04504 0.25713 0.0 0.0 0.0 0.061
H -1.48999 3.58295 -0.39676 0.0 0.0 0.0 0.054
H -1.55334 3.57421 1.35525 0.0 0.0 0.0 0.054
H -2.83319 1.60739 2.72852 0.0 0.0 0.0 0.026
H -1.21729 0.85179 2.76047 0.0 0.0 0.0 -0.033
H -2.65461 -0.10561 2.27775 0.0 0.0 0.0 0.011
C -0.07694 -0.70892 5.91591 0.0 0.0 0.0 -0.055
C -0.03156 -2.02588 6.34278 0.0 0.0 0.0 -0.059
C 0.70141 -2.94510 5.61437 0.0 0.0 0.0 -0.010
C 1.37349 -2.52615 4.46587 0.0 0.0 0.0 -0.241
N 1.32580 -1.25368 4.05752 -0.1 0.0 0.0 0.090
C 0.62239 -0.37679 4.76704 0.0 0.0 0.0 -0.142
C 2.16886 -3.46307 3.62045 0.0 0.0 0.0 -0.184
C 2.13345 -4.84466 3.80569 0.0 0.0 0.0 -0.035
C 2.86370 -5.68628 2.98010 0.0 0.0 0.0 -0.078
C 3.63350 -5.16443 1.95016 0.0 0.0 0.0 -0.079
C 3.66785 -3.79142 1.74940 0.0 0.0 0.0 -0.068
C 2.95122 -2.94967 2.58521 -0.2 0.0 -0.1 -0.102
H -0.63767 0.04303 6.45355 0.0 0.0 0.0 0.105
H -0.55913 -2.33563 7.23576 0.0 0.0 0.0 0.109
H 0.75571 -3.97162 5.94517 0.0 0.0 0.0 0.102
H 0.61700 0.63908 4.38595 0.0 0.0 0.0 0.060
H 1.52657 -5.28429 4.58561 0.0 0.0 0.0 0.100
H 2.82176 -6.75641 3.13680 0.0 0.0 0.0 0.104
H 4.19325 -5.82664 1.30254 0.0 0.0 0.0 0.104
H 4.24613 -3.36721 0.93871 0.0 0.0 0.0 0.112
N 2.49835 0.07233 0.44359 0.0 0.0 -0.1 -0.074
C 2.43456 0.34380 -0.81571 0.0 0.0 0.0 -0.981
S 1.50589 -0.61398 -1.94672 0.1 0.0 -0.1 0.451
N 3.08567 1.42191 -1.41835 0.0 0.0 0.0 0.016
C 3.77199 2.45508 -0.75810 0.0 0.0 0.0 -0.271
C 4.78360 2.18662 0.16224 0.0 0.0 0.0 -0.041
C 5.43188 3.22782 0.80838 0.0 0.0 0.0 -0.082
C 5.10908 4.54684 0.52537 0.0 0.0 0.0 -0.100
C 4.13178 4.81802 -0.42252 0.0 0.0 0.0 -0.091
C 3.46317 3.78204 -1.05392 0.0 0.0 0.0 -0.046
H 2.92895 -1.88356 2.39952 0.2 0.0 0.0 0.073
H 3.07228 0.75009 0.93808 0.0 0.0 0.0 -0.017
H 2.75562 1.60924 -2.35096 0.0 0.0 0.0 0.094
H 5.07420 1.16186 0.35217 0.0 0.0 0.0 0.117
H 6.20904 3.00318 1.52780 0.0 0.0 0.0 0.103
H 5.62297 5.35558 1.02776 0.0 0.0 0.0 0.098
H 3.88035 5.84280 -0.66585 0.0 0.0 0.0 0.101
H 2.68450 3.99337 -1.77803 0.0 0.0 0.0 0.113
C -3.17768 2.17677 -3.13516 0.0 0.0 0.0 -0.061
O -3.75659 1.00314 -3.70186 0.0 0.0 0.0 -0.092
C -3.07503 0.50514 -4.77821 0.0 0.0 0.0 -0.268
C -3.57447 0.69716 -6.05668 0.0 0.0 0.0 0.004
C -2.91130 0.16397 -7.15260 0.0 0.0 0.0 -0.076
C -1.74302 -0.56250 -6.97482 0.0 0.0 0.0 -0.079
C -1.24970 -0.77332 -5.69629 0.0 0.0 0.0 -0.001
C -1.91764 -0.25495 -4.59616 0.0 0.0 0.0 -0.177
N -1.38826 -0.45749 -3.29502 0.0 0.0 0.0 0.099
C -1.95342 -1.02365 -2.24063 0.0 0.1 0.0 -0.068
C -3.13618 -1.72250 -2.05274 0.0 0.0 0.0 -0.115
C -4.03736 -2.12077 -3.08880 0.0 0.0 0.0 -0.028
C -5.11832 -2.89162 -2.82022 0.0 0.0 0.0 -0.092
C -5.36555 -3.30618 -1.47756 0.0 0.0 0.0 -0.075
C -4.54957 -2.95410 -0.45459 0.0 0.0 0.0 -0.012
C -3.38453 -2.12584 -0.66945 0.0 0.0 0.0 -0.386
O -2.64995 -1.78165 0.28619 0.0 -0.1 0.0 -0.242
H -3.74915 2.40128 -2.23833 0.0 0.0 0.0 0.085
H -3.23973 3.01036 -3.84007 0.0 0.0 0.0 0.095
H -2.13244 2.01044 -2.86132 0.0 0.0 0.0 0.079
H -4.48606 1.26895 -6.17143 0.0 0.0 0.0 0.124
H -3.30763 0.32045 -8.14718 0.0 0.0 0.0 0.104
H -1.22089 -0.97478 -7.82752 0.0 0.0 0.0 0.104
H -0.34863 -1.35137 -5.53364 0.0 0.0 0.0 0.123
H -0.42721 -0.14316 -3.11959 0.0 0.0 0.0 0.020
H -1.32664 -0.91239 -1.36667 0.0 0.0 0.0 0.007
H -3.84081 -1.81978 -4.10852 0.0 0.0 0.0 0.107
H -5.78890 -3.19724 -3.61128 0.0 0.0 0.0 0.097
H -6.23439 -3.92214 -1.27417 0.0 0.0 0.0 0.103
H -4.74571 -3.26869 0.56234 0.0 0.0 0.0 0.110
```
Positions in Å, forces in eV/Å.

***

Below is a cluster of 2 separate species, C3H4O3 in total, with properties calculated with wB97M-V/def2-TZVPD.

Values from the calculation:
⟨S²⟩   2.010
Highest occupied orbital energy (alpha / beta)   -6.83 / -10.61 eV
Spin multiplicity   3
Orbital gap (alpha / beta)   7.500 / 8.083 eV
Max |F|   4.39 eV/A

XYZ file:
```
10
Properties=species:S:1:pos:R:3:forces:R:3:lowdin_spin:R:1
C -1.37817 1.18961 1.07626 2.7 -0.8 1.9 0.187
C 0.02907 1.38913 0.54487 -3.7 1.2 2.1 0.471
C 0.65800 -0.32224 -0.70136 1.1 -2.3 -1.5 0.757
O -2.36077 1.63159 0.56439 -0.9 0.2 -0.9 0.243
O 1.08585 1.94544 1.14303 1.6 -1.2 2.0 0.088
O 0.39530 2.52476 0.02515 -0.1 1.9 -2.9 0.114
H -1.31236 0.59176 2.03508 -0.4 0.3 -0.8 0.018
H 1.13693 -0.06515 -1.68143 -0.6 -0.3 1.1 0.042
H -0.41268 -0.61322 -0.67289 0.9 0.4 -0.3 0.041
H 1.30705 -0.82535 0.05668 -0.6 0.7 -0.7 0.039
```
Positions in Å, forces in eV/Å.

***

Below is a cluster of 2 separate species, C3H10N3 in total, with properties calculated with wB97M-V/def2-TZVPD.

Values from the calculation:
Highest occupied orbital energy   -13.79 eV
Orbital gap   10.476 eV
Charge   +1
Max |F|   3.44 eV/A

XYZ file:
```
16
Properties=species:S:1:pos:R:3:forces:R:3:lowdin_charge:R:1
C 2.90790 -0.40071 0.10047 -1.2 -3.2 -0.7 0.015
C -1.03800 1.07364 -0.34528 -0.3 0.0 -0.3 -0.048
C -1.24855 -0.39834 -0.31917 1.0 -0.3 -1.3 -0.266
N 1.87160 0.23994 -0.20731 0.8 0.4 0.6 0.054
N -2.48747 -0.99008 -0.12495 1.5 -1.8 -0.6 0.102
N -0.45236 0.33985 0.72735 0.9 -0.6 0.5 0.068
H 3.90880 -0.23811 -0.06445 2.3 2.0 -0.2 0.066
H 2.87171 -1.47695 0.31117 -0.9 0.2 0.5 0.097
H -1.73340 1.77361 0.00339 -1.7 0.5 0.2 0.120
H -0.30990 1.59951 -0.89343 0.7 0.1 -1.3 0.105
H -0.39265 -0.99746 -0.82162 -2.2 0.8 0.3 0.189
H -2.53614 -2.00615 -0.33935 -0.2 1.5 0.6 0.127
H -3.29282 -0.51773 0.22469 -0.2 0.2 0.0 0.098
H 2.08001 1.20037 -0.39263 0.4 0.9 -0.7 0.091
H 0.58494 0.28823 0.49987 -0.1 -0.8 0.5 0.032
H -0.73367 0.51037 1.64125 -0.9 0.2 1.9 0.148
```
Positions in Å, forces in eV/Å.

***

Below is a cluster of 2 separate species, C5H9NO4 in total, with properties calculated with wB97M-V/def2-TZVPD.

Values from the calculation:
Highest occupied orbital energy   -10.65 eV
Orbital gap   11.118 eV
Max |F|   3.85 eV/A
SMILES   COCC(=O)OCC#N.O

XYZ file:
```
19
Properties=species:S:1:pos:R:3:forces:R:3:lowdin_charge:R:1
C 5.11954 -1.28822 -2.17970 0.1 0.2 -0.3 -0.098
O 4.31106 -1.99856 -1.26830 0.0 -0.4 -0.2 -0.156
C 3.01869 -1.49918 -1.20049 -0.3 0.3 -0.6 -0.150
C 2.15782 -2.39882 -0.34769 1.6 -0.2 2.0 -0.440
O 2.52364 -3.40546 0.20728 -0.4 0.2 -0.7 0.138
O 1.03911 -1.75103 -0.01641 -0.6 0.4 0.0 0.017
C 0.30481 -2.21593 1.10050 -1.2 -1.1 0.6 -0.161
C -0.13470 -1.04813 1.88897 0.8 2.8 0.4 -0.145
N -0.15347 0.01784 2.37600 -0.4 -2.7 -0.9 0.158
H 4.69613 -1.30860 -3.19806 0.0 0.0 0.2 0.092
H 5.23126 -0.23460 -1.87219 0.1 -0.2 -0.1 0.094
H 6.09647 -1.78298 -2.21789 -0.3 0.2 0.2 0.095
H 3.02343 -0.48117 -0.76681 -0.2 -0.3 0.0 0.151
H 2.51532 -1.40887 -2.18038 0.3 0.0 0.0 0.146
H -0.52656 -2.84228 0.74999 -0.1 0.5 0.0 0.138
H 0.79985 -2.89931 1.80659 0.7 0.4 -0.5 0.125
O 3.28049 -2.54980 3.58704 0.4 2.9 0.1 -0.119
H 3.04863 -3.07957 2.80969 0.3 0.9 -0.2 0.004
H 3.43731 -1.52463 3.40033 -0.7 -3.8 -0.1 0.111
```
Positions in Å, forces in eV/Å.